(P)
Entry from the Open Molecules 2025 dataset: 12 unconnected molecules or ions with the total composition BF4H22O11 (ωB97M-V with the def2-TZVPD basis set).

Geometry as XYZ:
```
38
Properties=species:S:1:pos:R:3:mulliken_charge:R:1
H 2.306 -1.329 -0.258 0.267
H -3.490 -1.381 -0.630 0.338
O 1.010 -1.656 -3.755 -0.666
H -2.862 0.791 2.090 0.401
H -0.501 -3.897 -1.259 0.302
F 0.551 0.096 -0.925 -0.446
H -1.663 2.074 -1.775 0.306
F -0.330 1.220 0.857 -0.390
H 3.550 -2.190 -0.307 0.267
H 2.119 2.219 2.393 0.362
H 1.292 -1.336 -2.898 0.355
B 0.079 -0.015 0.375 1.013
O 3.093 1.325 -1.461 -0.631
O 2.714 1.482 2.532 -0.697
F 1.114 -0.352 1.226 -0.597
F -0.977 -0.872 0.513 -0.431
O 1.231 3.316 1.003 -0.636
H -0.305 -1.021 3.551 0.321
O -3.139 0.472 0.191 -0.782
O -0.280 -0.087 3.342 -0.718
H 0.139 -0.044 2.483 0.359
H 3.297 0.517 -0.990 0.327
H 1.692 -1.360 -4.358 0.292
H -1.477 -2.886 -0.695 0.251
H 2.240 1.160 -1.862 0.327
O -1.006 1.865 -2.438 -0.681
H -0.408 1.258 -2.001 0.407
H -3.048 -2.209 -1.818 0.314
H 2.267 0.734 2.135 0.370
O -3.642 -2.219 -1.067 -0.716
H -3.053 1.380 -0.100 0.274
H -2.237 0.161 0.272 0.480
O -1.145 -3.774 -0.562 -0.612
H 1.568 3.917 0.339 0.286
O 3.040 -1.567 -0.824 -0.662
H 0.752 2.653 0.506 0.337
H -1.798 0.618 3.153 0.441
O -2.691 0.937 3.020 -0.733
```

Output
- Frontier orbital gap: 0.360 Eh
- Charge: -1
- HOMO: -7.33 eV
- LUMO energy: 0.091 hartree

(Q)
Entry from the Open Molecules 2025 dataset: 12 unconnected molecules or ions with the total composition BF4H22O11 (ωB97M-V with the def2-TZVPD basis set).

Geometry as XYZ:
```
38
Properties=species:S:1:pos:R:3:mulliken_charge:R:1
F 6.025 -30.338 -6.514 0.180
O 6.870 -29.996 -9.136 -0.690
H 6.920 -27.239 -8.101 0.318
H 4.072 -31.281 -9.402 0.349
O 6.642 -27.438 -7.208 -0.741
H 7.524 -29.613 -4.096 0.378
H 3.884 -27.805 -8.076 0.265
H 6.658 -31.905 -3.987 0.332
H 4.714 -29.189 -5.523 0.189
H 6.542 -29.756 -10.037 0.325
H 4.125 -31.458 -4.232 0.437
H 3.970 -29.767 -8.978 0.412
O 8.561 -29.950 -6.955 -0.738
H 1.832 -31.646 -4.205 0.302
H 6.521 -31.047 -2.717 0.286
O 0.889 -31.452 -4.201 -0.681
H 5.286 -28.261 -7.688 0.347
B 5.170 -31.488 -6.502 0.488
H 3.770 -28.735 -4.494 0.292
O 7.376 -28.700 -4.240 -0.661
O 1.410 -32.039 -7.187 -0.683
F 5.118 -32.027 -7.814 -0.467
H 4.074 -30.474 -3.032 0.275
O 3.624 -31.222 -3.433 -0.706
O 7.099 -31.325 -3.412 -0.672
O 4.383 -28.614 -7.882 -0.594
O 3.638 -30.455 -9.584 -0.714
H 2.330 -32.124 -7.074 0.279
H 8.236 -29.906 -7.842 0.435
F 5.716 -32.370 -5.601 -0.429
F 3.931 -31.142 -6.075 -0.344
H 0.721 -31.498 -5.135 0.368
O 4.669 -28.561 -4.786 -0.762
H 7.855 -30.379 -6.455 0.279
H 1.402 -31.327 -7.786 0.346
H 7.138 -28.162 -6.902 0.420
H 6.230 -30.540 -8.671 0.221
H 6.408 -28.575 -4.215 0.361
```

Output
- Frontier orbital gap: 0.371 Eh
- Charge: -1
- HOMO: -7.42 eV
- LUMO energy: 0.098 hartree

Relative to the most stable structure, the computed energies are (P) 62.4; (Q) 0.0, all in kJ/mol.

(P)
Entry from the Open Molecules 2025 dataset: 3 unconnected molecules or ions with the total composition C6H14NS (ωB97M-V with the def2-TZVPD basis set).

Geometry as XYZ:
```
22
Properties=species:S:1:pos:R:3:mulliken_spin:R:1
H -1.842 -1.580 -0.150 -0.027
H -4.180 -1.544 0.888 0.021
C 1.667 0.404 0.848 0.021
C -2.361 -0.727 0.178 0.486
H 1.953 1.416 1.130 0.008
H -0.482 0.705 -1.872 -0.046
H -2.705 1.089 1.049 0.007
C 0.466 0.961 -1.410 0.061
H 1.191 -3.284 -1.396 0.002
H 0.693 2.036 -1.362 0.013
S 3.177 -0.221 -0.021 0.003
H 1.449 -3.007 -0.753 0.002
C -3.849 -0.941 0.029 -0.001
N -0.710 1.066 0.721 0.242
C 0.382 0.379 0.007 -0.079
H -1.786 -1.202 -1.792 0.430
H 1.439 -0.237 1.707 -0.006
H 1.315 0.484 -1.891 0.002
H -4.393 0.005 0.051 0.005
C -1.859 0.462 0.718 -0.089
H -4.098 -1.446 -0.902 -0.048
H 0.091 -0.673 -0.132 -0.005
```

Output
- Frontier orbital gap (alpha / beta): 0.193 / 0.206 Eh
- Charge: -2
- 2S+1: 2
- HOMO (alpha / beta): 0.98 / 0.62 eV
- LUMO energy (alpha / beta): 0.229 / 0.229 hartree

(Q)
Entry from the Open Molecules 2025 dataset: a gas-phase ion, C6H14NS (charge -2) (ωB97M-V with the def2-TZVPD basis set).

Geometry as XYZ:
```
22
Properties=species:S:1:pos:R:3:mulliken_spin:R:1
N 0.985 0.247 0.306 0.010
C -2.042 -1.971 0.258 2.925
H 1.687 0.089 1.008 -0.013
H 0.817 1.882 -1.026 -0.023
H -0.850 -0.844 1.761 -0.316
C -2.169 0.427 0.451 1.232
H -3.069 -2.035 0.643 -0.987
H -3.226 0.178 0.568 -0.478
H -2.060 1.346 1.009 0.054
H 3.735 1.080 0.007 0.004
S 3.700 2.549 -1.768 0.003
H 1.743 0.543 -1.685 -0.007
C 2.881 1.671 -0.342 0.007
H 0.051 -1.069 -1.065 -0.349
H 2.710 2.397 0.467 0.001
C 0.124 -0.889 0.005 0.557
C -1.243 -0.776 0.732 -0.626
H -1.593 -2.954 0.475 -0.701
H -2.145 0.648 -0.621 -0.403
H -2.203 -1.849 -0.822 0.079
C 1.536 1.108 -0.776 0.008
H 0.631 -1.778 0.416 0.023
```

Output
- Frontier orbital gap (alpha / beta): 0.082 / 0.222 Eh
- Charge: -2
- 2S+1: 2
- HOMO (alpha / beta): 3.48 / -0.35 eV
- LUMO energy (alpha / beta): 0.210 / 0.210 hartree

Relative to the most stable structure, the computed energies are (P) 248.7; (Q) 0.0, all in kJ/mol.

(P)
Entry from the Open Molecules 2025 dataset: C3H4FNOS in the gas phase (ωB97M-V with the def2-TZVPD basis set).

Geometry as XYZ:
```
11
Properties=species:S:1:pos:R:3:mulliken_charge:R:1
S -1.921 -0.140 -1.570 -0.143
C -0.554 -0.534 0.852 0.324
C 0.967 -0.249 0.839 0.356
C 0.759 0.275 -0.599 -0.566
H -2.379 1.101 -1.264 0.137
N -0.651 -0.144 -0.467 -0.011
F 1.381 0.675 1.757 -0.285
H 0.851 1.362 -0.732 0.256
O -1.362 -0.918 1.653 -0.576
H 1.581 -1.183 0.930 0.254
H 1.329 -0.246 -1.400 0.253
```

Output
- Frontier orbital gap: 0.388 Eh
- Structure (SMILES): O=C1[C@H](F)CN1S
- HOMO: -9.98 eV
- LUMO energy: 0.021 hartree

(Q)
Entry from the Open Molecules 2025 dataset: C3H4FNOS in the gas phase (ωB97M-V with the def2-TZVPD basis set).

Geometry as XYZ:
```
11
Properties=species:S:1:pos:R:3:mulliken_charge:R:1
H 0.281 -1.077 1.269 0.300
S -2.438 0.383 -0.172 0.282
N -0.779 0.453 -0.045 0.047
H 0.428 2.300 -0.336 0.370
O -2.816 -1.023 0.159 -0.542
C 0.017 -0.767 0.240 -0.623
C 1.336 0.121 -0.153 0.145
F 2.223 0.159 0.913 -0.306
H -0.297 -1.468 -0.587 0.346
H 1.755 -0.282 -1.012 0.335
C 0.290 1.201 -0.275 -0.354
```

Output
- Frontier orbital gap (alpha / beta): 0.278 / 0.258 Eh
- HOMO (alpha / beta): -7.75 / -7.47 eV
- LUMO energy (alpha / beta): -0.006 / -0.016 hartree

Relative to the most stable structure, the computed energies are (P) 0.0; (Q) 272.3, all in kJ/mol.

(P)
Entry from the Open Molecules 2025 dataset: C2H5N3O2S in the gas phase (ωB97M-V with the def2-TZVPD basis set).

Geometry as XYZ:
```
13
Properties=species:S:1:pos:R:3:mulliken_charge:R:1
N -0.468 1.021 -0.308 -0.316
N -1.026 -0.793 1.579 -0.540
S -0.089 1.477 -1.861 -0.051
O 0.585 -1.050 -1.876 -0.421
H -0.756 -1.770 1.444 0.211
H -1.291 0.446 -0.177 0.382
C 0.594 0.732 0.592 0.535
N 0.104 0.036 1.688 -0.116
C 0.559 -0.071 -2.549 0.093
H 0.870 -0.408 2.140 0.246
H 0.768 0.021 -3.627 0.311
O 1.712 1.156 0.529 -0.563
H -1.562 -0.797 2.424 0.229
```

Output
- Frontier orbital gap: 0.380 Eh
- Structure (SMILES): NNC(=O)NSC=O
- HOMO: -9.65 eV
- LUMO energy: 0.025 hartree

(Q)
Entry from the Open Molecules 2025 dataset: C2H5N3O2S in the gas phase (ωB97M-V with the def2-TZVPD basis set).

Geometry as XYZ:
```
13
Properties=species:S:1:pos:R:3:mulliken_charge:R:1
N -0.649 0.831 0.840 -0.255
O -1.186 -0.589 0.477 -0.213
C -2.399 -0.581 -0.039 0.027
O 1.154 1.697 -0.193 -0.688
S -3.588 0.492 -0.260 -0.275
N 2.560 -0.356 -0.159 -0.703
H -1.240 1.506 0.464 0.291
H 2.742 0.721 0.040 0.366
H 0.897 -1.465 0.476 0.330
H -2.510 -1.705 -0.276 0.270
C 0.557 0.625 0.019 0.604
H 2.534 -0.622 -1.276 0.295
N 1.129 -0.553 -0.112 -0.048
```

Output
- Frontier orbital gap: 0.358 Eh
- Structure (SMILES): NNC(=O)NOC=S
- HOMO: -9.61 eV
- LUMO energy: 0.004 hartree

(R)
Entry from the Open Molecules 2025 dataset: C2H5N3O2S in the gas phase (ωB97M-V with the def2-TZVPD basis set).

Geometry as XYZ:
```
13
Properties=species:S:1:pos:R:3:mulliken_charge:R:1
H 0.269 1.292 -0.027 0.300
O 2.169 0.518 0.889 -0.520
N -1.396 -0.302 -1.627 -0.304
C -0.177 -0.669 0.201 0.025
C -1.615 0.869 -0.616 -0.291
H -1.544 1.773 -1.258 0.265
H -2.607 0.724 -0.163 0.250
N -0.472 0.691 0.251 -0.360
S 1.805 -1.060 0.367 0.555
H -0.794 -1.399 0.858 0.296
O 1.796 -1.999 1.447 -0.495
N -0.576 -1.082 -1.238 -0.073
H 3.142 0.645 0.915 0.351
```

Output
- Frontier orbital gap: 0.354 Eh
- HOMO: -9.33 eV
- LUMO energy: 0.011 hartree

Relative to the most stable structure, the computed energies are (P) 0.0; (Q) 381.5; (R) 223.4, all in kJ/mol.